[1]
Molecular formula: C42H30CaN7O8Te
Method: DFT, ωB97M-V/def2-TZVPD

```
89
Properties=species:S:1:pos:R:3:forces:R:3
Ca 0.417587 0.369374 -0.254387 0.704 0.716 -1.464
C 1.325428 -1.223468 -5.800118 0.047 -0.003 -0.060
C -0.009847 -0.870022 -5.660778 0.001 -0.011 -0.016
C -0.597834 -0.830643 -4.407223 0.044 0.036 0.071
C 0.138626 -1.135082 -3.252649 -0.027 -0.293 -0.300
C 1.491738 -1.461079 -3.407096 -0.157 0.008 0.085
C 2.070999 -1.510601 -4.663961 0.021 0.005 -0.037
N -0.410310 -1.050198 -1.974253 -0.210 -0.078 -0.191
C -1.551633 -1.641849 -1.671395 0.015 -0.025 0.119
C -2.235569 -2.591538 -2.509844 -0.097 -0.108 -0.031
C -3.421255 -3.142557 -2.134919 0.123 0.089 0.010
C -4.041237 -2.817890 -0.899063 -0.151 -0.052 0.040
C -3.421508 -1.956087 -0.050342 0.097 0.108 0.028
C -2.175348 -1.368124 -0.390647 -0.458 -0.448 -0.471
N -1.497336 -0.533518 0.415532 -1.214 -0.141 1.258
N -2.049166 -0.058427 1.464142 -0.718 -0.597 -0.469
C -1.208123 0.721909 2.238541 0.550 0.196 0.516
C -1.783971 1.567583 3.193378 -0.033 -0.144 -0.108
C -0.957789 2.319537 3.994962 0.067 -0.031 0.003
C 0.423530 2.200172 3.857388 -0.027 -0.003 -0.004
C 0.908565 1.345930 2.886574 0.029 0.025 0.173
N 0.122717 0.626470 2.086748 -0.449 0.136 0.581
H 1.783661 -1.262655 -6.780787 -0.007 0.014 0.006
H -0.596568 -0.614703 -6.535761 -0.013 -0.006 0.011
H -1.639567 -0.549551 -4.307348 0.001 -0.006 0.009
H 2.078905 -1.670990 -2.523068 0.049 0.002 -0.006
H 3.116973 -1.777816 -4.756981 0.000 0.011 0.022
H -1.774171 -2.875346 -3.445110 -0.021 -0.008 0.000
H -3.900522 -3.860978 -2.790402 0.011 -0.008 -0.009
H -4.983327 -3.280086 -0.634839 0.020 0.005 0.037
H -3.837342 -1.712796 0.918002 -0.012 -0.007 -0.008
H -2.860926 1.633803 3.242328 -0.002 -0.018 0.026
H -1.375373 3.003347 4.722780 -0.021 -0.003 -0.006
H 1.102804 2.770222 4.475844 0.016 -0.023 -0.006
H 1.975967 1.220348 2.735191 -0.019 0.040 -0.037
O -1.204384 3.624589 0.957839 0.164 0.071 -0.076
C -0.407249 3.020456 0.249893 -0.388 0.608 -0.004
O -0.666696 2.122630 -0.624491 -0.983 1.713 0.175
C 1.075967 3.364712 0.383115 0.158 -0.047 0.003
C 1.459002 4.684238 0.700895 0.056 0.107 0.074
C 2.785294 4.993950 0.726918 -0.101 -0.011 0.005
C 3.743272 3.985758 0.469813 -0.116 -0.225 -0.054
C 5.135606 4.222205 0.461367 0.106 -0.020 0.001
C 6.008988 3.199945 0.212568 0.036 0.104 0.020
C 5.532308 1.897142 -0.038307 -0.070 -0.051 0.002
C 4.190636 1.636196 -0.046282 -0.075 -0.091 -0.037
C 3.266371 2.676646 0.202828 0.221 0.241 0.087
N 1.935953 2.398845 0.154750 -0.241 0.271 0.135
H 0.684694 5.411736 0.897541 -0.013 -0.016 0.004
H 3.118852 6.003773 0.938206 0.012 0.001 -0.003
H 5.499275 5.225777 0.650496 -0.013 0.003 0.012
H 7.075757 3.387130 0.202409 -0.011 0.019 0.014
H 6.233547 1.094835 -0.228968 -0.019 -0.008 -0.017
H 3.805191 0.643898 -0.248661 0.073 -0.027 -0.002
O 3.904202 -1.753678 -0.456565 -0.136 0.088 0.105
C 2.763223 -1.812183 -0.001417 0.104 -0.329 -0.096
O 1.904978 -0.881258 0.074799 2.802 -2.179 0.537
C 2.276132 -3.169279 0.514582 0.001 0.162 0.067
C 3.158009 -4.235676 0.564708 0.158 -0.255 0.004
C 2.725973 -5.457320 1.062457 -0.400 0.644 -0.026
C 1.428079 -5.640239 1.506224 -0.032 -0.263 0.077
C 0.564722 -4.563373 1.442100 0.543 0.183 -0.196
C 0.970400 -3.329323 0.954428 -0.160 -0.074 0.048
N -0.806447 -4.730376 1.926928 -0.441 -0.072 0.099
O -1.522365 -3.751585 1.948870 0.128 -0.051 0.003
O -1.149589 -5.845177 2.282555 0.092 0.069 -0.030
N 3.660235 -6.576443 1.140608 0.251 -0.405 -0.078
O 3.238735 -7.643670 1.549256 -0.025 0.102 0.019
O 4.806706 -6.387321 0.784728 -0.073 0.061 0.034
H 4.171792 -4.103766 0.215258 -0.001 0.037 0.010
H 1.106482 -6.593425 1.894328 -0.034 0.004 0.002
H 0.279646 -2.498572 0.917854 -0.007 -0.006 0.024
C -1.088175 2.642106 -3.621015 -0.044 -0.142 0.221
Te 0.872666 2.359090 -2.795812 0.185 0.529 -1.239
C 1.464384 2.448358 -4.889811 0.087 -0.179 0.119
C 0.330113 3.096355 -5.628922 -0.083 0.054 0.036
C 0.491201 3.603287 -6.915606 -0.001 -0.008 -0.013
C -0.570470 4.185671 -7.589987 0.045 -0.007 -0.019
C -1.813095 4.265654 -6.977155 -0.050 0.011 -0.003
C -1.982139 3.767302 -5.694663 -0.021 0.002 -0.015
C -0.919405 3.183962 -5.010167 0.108 0.014 -0.061
H -1.647395 3.317584 -2.977029 0.045 0.007 0.019
H -1.613601 1.686171 -3.631005 0.054 -0.018 0.036
H 1.630474 1.438541 -5.268385 -0.018 -0.029 0.088
H 2.391575 3.006572 -5.023167 -0.025 0.037 0.106
H 1.466089 3.539430 -7.386539 -0.014 0.007 -0.014
H -0.427543 4.580473 -8.588652 -0.005 -0.003 0.006
H -2.647316 4.721980 -7.496067 0.001 0.000 0.012
H -2.950338 3.837384 -5.211433 0.009 -0.006 0.005
```
Positions in Å, forces in eV/Å.

Its net charge is -1.

Atomic partial charges in e from the Löwdin method, atoms 1 to 5: atom 1 (Ca): 1.23, atom 2 (C): -0.13, atom 3 (C): -0.10, atom 4 (C): -0.07, atom 5 (C): -0.33


[2]
Molecular formula: C42H30Cl3F2N3O2P2S2Sr
Method: DFT, ωB97M-V/def2-TZVPD

```
87
Properties=species:S:1:pos:R:3:forces:R:3
Sr -1.805953 0.756405 -0.034728 0.699 1.023 -0.262
S 0.085899 -1.282707 -2.718314 0.227 0.166 0.073
P 1.074596 -1.588695 -0.883004 -0.187 -0.149 -0.694
C 0.200746 -0.975613 0.351723 0.634 -0.063 0.657
P 0.875611 -0.308158 1.739770 -0.369 0.243 0.432
S -0.490962 0.730834 2.797818 0.253 -0.119 -0.098
C 2.270284 0.857060 1.440001 0.011 0.124 -0.050
C 1.950685 2.068105 0.816768 -0.007 -0.045 0.044
C 2.919073 3.028042 0.582334 0.074 -0.040 0.001
C 4.239090 2.791448 0.959745 -0.068 -0.027 -0.007
C 4.574727 1.585334 1.553225 -0.098 -0.056 -0.026
C 3.594347 0.621728 1.787862 0.086 0.022 0.001
C 1.610274 -1.518535 2.931318 -0.069 0.046 0.047
C 1.564896 -2.877028 2.659477 0.098 -0.103 -0.103
C 2.016033 -3.812853 3.590228 -0.012 0.093 -0.062
C 2.522080 -3.387699 4.807084 -0.010 0.072 -0.014
C 2.568464 -2.024155 5.093867 0.000 -0.054 -0.046
C 2.107544 -1.101659 4.169789 -0.037 0.016 -0.056
C 2.826090 -1.106936 -1.090720 0.129 -0.164 0.080
C 3.148964 0.130386 -1.651369 0.068 -0.092 -0.025
C 4.477022 0.511901 -1.785497 -0.092 -0.027 0.005
C 5.497288 -0.322974 -1.348120 -0.041 -0.039 0.028
C 5.185064 -1.537928 -0.753510 -0.061 0.085 0.011
C 3.855937 -1.919517 -0.617694 0.000 -0.030 0.015
C 1.047002 -3.421723 -1.061685 -0.062 -0.076 -0.065
C 1.932268 -4.167487 -1.839082 -0.045 0.003 -0.037
C 1.757381 -5.537935 -1.987743 -0.040 0.041 0.015
C 0.681448 -6.175830 -1.380715 0.048 0.045 0.008
C -0.231490 -5.433954 -0.643412 0.063 0.091 -0.019
C -0.050647 -4.063802 -0.492059 -0.015 -0.091 0.067
H 0.927563 2.271168 0.519391 -0.015 0.016 0.022
H 2.640897 3.960004 0.105056 -0.008 -0.020 -0.011
H 5.001217 3.541171 0.779187 -0.011 -0.002 0.000
H 5.603877 1.381708 1.827267 -0.008 -0.013 0.006
H 3.875316 -0.319982 2.243096 0.002 -0.001 0.016
H 1.163871 -3.203192 1.706280 -0.018 -0.002 0.044
H 1.962704 -4.870354 3.358734 0.004 0.003 -0.006
H 2.871177 -4.109269 5.536427 0.004 -0.004 0.005
H 2.952682 -1.684350 6.048479 -0.002 0.003 0.005
H 2.106682 -0.045123 4.410809 -0.010 0.011 -0.021
H 2.358265 0.793597 -1.970860 -0.047 0.043 -0.060
H 4.708966 1.472379 -2.229306 -0.009 -0.002 0.023
H 6.532210 -0.016839 -1.447997 -0.004 0.000 -0.014
H 5.972593 -2.183660 -0.382432 -0.007 -0.003 0.001
H 3.620816 -2.860134 -0.131643 -0.004 0.005 -0.018
H 2.751461 -3.674391 -2.347913 0.014 0.014 0.037
H 2.455038 -6.105470 -2.592644 0.004 -0.003 0.020
H 0.552559 -7.246537 -1.490266 -0.012 0.011 -0.022
H -1.088034 -5.917912 -0.189606 0.001 0.004 -0.002
H -0.761161 -3.461485 0.065979 0.046 0.000 0.032
F -0.856102 6.036501 2.683477 -0.006 -0.003 -0.008
C -1.576245 5.403855 1.708349 0.020 0.021 0.025
C -1.251372 4.119642 1.333834 -0.087 -0.024 -0.104
C -1.967734 3.442467 0.326427 -0.006 0.288 0.264
C -3.036500 4.160218 -0.269476 -0.053 -0.245 -0.203
C -3.341481 5.441811 0.174835 -0.043 0.075 -0.026
F -4.421167 6.133989 -0.323676 0.005 0.021 0.043
C -2.631911 6.101646 1.155709 -0.015 -0.020 -0.017
C -3.840047 3.503544 -1.352617 0.161 -0.046 0.200
C -4.554382 4.219976 -2.320162 0.009 0.081 -0.059
C -5.286098 3.545023 -3.276921 -0.025 0.026 -0.023
C -5.298625 2.159089 -3.275721 -0.008 0.014 0.011
C -4.535482 1.518890 -2.315899 0.151 0.033 0.057
N -3.828531 2.160942 -1.386623 0.074 0.018 -0.069
H -0.443342 3.633257 1.875988 -0.021 -0.017 -0.047
H -2.907368 7.094136 1.481568 0.008 -0.003 -0.008
H -4.513535 5.297539 -2.327819 -0.027 -0.027 -0.003
H -5.837298 4.101700 -4.027086 0.015 -0.005 0.003
H -5.856257 1.588336 -4.006770 0.013 0.006 0.001
H -4.454957 0.436857 -2.297937 -0.010 0.015 0.030
O -5.273973 -0.227122 2.691605 -0.056 0.048 0.067
C -4.861789 -0.800148 1.705752 0.334 0.136 -0.172
C -5.397238 -2.166500 1.256924 -0.007 -0.058 -0.057
C -4.481861 -2.546804 0.105705 -0.018 -0.075 -0.055
C -3.715549 -1.257650 -0.144627 -0.161 0.133 0.000
O -2.978668 -1.073874 -1.131822 -0.554 -0.581 0.034
N -3.902767 -0.339600 0.825607 -0.573 -0.603 0.130
H -6.433825 -2.029959 0.943563 -0.016 -0.022 0.006
H -5.391688 -2.854028 2.101146 0.012 -0.010 0.008
H -4.979610 -2.872116 -0.807372 -0.015 -0.004 -0.004
H -3.753093 -3.312875 0.378491 -0.003 -0.026 -0.019
Cl 1.272228 0.317198 -5.035512 -0.043 0.074 -0.011
C 0.467165 2.486899 -3.719748 0.237 -0.090 0.112
Cl 1.346562 3.446833 -4.877821 -0.155 -0.132 0.020
Cl -0.129982 3.366706 -2.362280 -0.146 0.077 0.080
C 0.472755 1.122811 -3.647618 0.235 -0.023 -0.041
N -0.032735 0.403405 -2.652903 -0.319 -0.004 -0.144
```
Positions in Å, forces in eV/Å.

Its net charge is -2.

Atomic partial charges in e from the Löwdin method, atoms 1 to 5: atom 1 (Sr): 1.18, atom 2 (S): 0.65, atom 3 (P): 0.57, atom 4 (C): -0.66, atom 5 (P): 0.34


Energy above the lowest of the compared OMol25 structures with the same formula, charge and spin? In order: 0.947 0.852 eV.
HOMO-LUMO gap? In order: 5.7538 5.8617 eV.